Entry 1:
180
Properties=species:S:1:pos:R:3:mulliken_charge:R:1 method="wB97M-V/def2-TZVPD" relative_energy_kj_mol=767.43 homo_energy_ev=-8.644 e_tot_ev=-90636.2622 total_charge=0
C -1.40354 -1.00235 0.29270 -0.453
O -0.20994 -1.66347 0.58059 -0.469
H -1.23315 -0.83226 -0.77038 0.175
H -2.24501 -1.67292 0.46691 0.245
H -1.47720 -0.09892 0.89810 0.220
H -0.31699 -2.05097 1.45236 0.283
C -3.78127 5.06538 2.16622 -0.501
O -4.84739 4.10502 2.12930 -0.497
H -3.94027 5.91913 2.82495 0.246
H -2.79593 4.65118 2.37986 0.240
H -3.66418 5.35983 1.12330 0.220
H -4.97172 3.61099 2.94299 0.289
C 2.33967 9.08207 -7.31247 -0.752
O 1.99800 7.92371 -6.62162 -0.352
C 2.41300 7.93615 -5.24926 -0.555
C 1.96264 6.63393 -4.59361 -0.660
N 0.49312 6.45583 -4.73787 -0.422
C 0.07404 5.08405 -4.42992 -0.602
C -1.31813 4.78923 -4.94238 -0.578
O -1.50100 5.05675 -6.30832 -0.280
C -2.46536 4.20365 -6.85266 -0.778
H 3.32429 9.45139 -7.02575 0.287
H 1.61467 9.88563 -7.18299 0.308
H 2.31010 8.88830 -8.38470 0.234
H 1.86210 8.78029 -4.83447 0.323
H 3.48763 8.08228 -5.14016 0.472
H 2.28457 6.65124 -3.55238 0.368
H 2.39292 5.74962 -5.06367 0.376
H 0.41872 6.68256 -5.71927 0.351
H 0.01220 4.94551 -3.35053 0.274
H 0.65326 4.27636 -4.87739 0.369
H -2.04594 5.42848 -4.44260 0.333
H -1.46824 3.77268 -4.57881 0.423
H -2.14185 3.16282 -6.86329 0.318
H -2.52795 4.51951 -7.89402 0.237
H -3.42754 4.21047 -6.34055 0.306
C -0.19998 -4.63733 -7.31278 -0.765
O -1.17439 -5.10268 -6.41962 -0.279
C -0.69106 -5.47150 -5.13044 -0.472
C -1.89722 -5.89114 -4.28057 -1.011
N -2.94036 -6.72535 -4.88433 -0.365
C -2.57683 -8.08939 -5.23950 -0.521
C -3.71223 -8.80211 -5.95916 -0.584
O -4.21735 -7.92968 -6.97808 -0.269
C -5.10197 -8.57226 -7.89702 -0.800
H -0.71747 -4.19672 -8.16495 0.233
H 0.43017 -5.48382 -7.58563 0.308
H 0.48580 -3.91713 -6.86655 0.299
H -0.28618 -4.58386 -4.64438 0.437
H 0.06327 -6.24624 -5.26779 0.360
H -2.44900 -4.98360 -4.03559 0.404
H -1.60390 -6.17315 -3.26937 0.460
H -3.18732 -6.28799 -5.76059 0.342
H -2.26369 -8.65225 -4.36016 0.372
H -1.72940 -8.08735 -5.92505 0.248
H -4.53559 -8.99772 -5.27219 0.339
H -3.39405 -9.74594 -6.40193 0.394
H -4.75201 -9.48963 -8.37035 0.303
H -5.42690 -7.86110 -8.65648 0.255
H -6.02486 -8.86774 -7.39795 0.313
C -2.49264 2.37509 8.75488 -0.757
O -3.51318 1.59742 8.16784 -0.268
C -3.19871 0.97574 6.95588 -0.552
C -4.42482 0.17054 6.54625 -0.736
N -5.67921 0.88929 6.29792 -0.299
C -6.74214 0.07444 5.73763 -0.651
C -8.05276 0.76833 6.16839 -0.690
O -8.26785 0.90098 7.60365 -0.341
C -9.59606 1.34160 7.86769 -0.717
H -2.83935 2.74212 9.72090 0.229
H -2.17843 3.19063 8.10353 0.308
H -1.56518 1.81762 8.88574 0.292
H -2.28127 0.39408 7.04586 0.405
H -3.06315 1.78973 6.24374 0.295
H -4.58388 -0.53520 7.36157 0.344
H -4.12332 -0.38166 5.65617 0.470
H -6.06899 1.03642 7.21799 0.257
H -6.79871 -0.94914 6.10803 0.368
H -6.70065 0.13352 4.65003 0.330
H -8.91622 0.23304 5.77344 0.495
H -8.12846 1.74779 5.69613 0.360
H -9.80268 1.40918 8.93580 0.248
H -10.37109 0.78814 7.33749 0.287
H -9.70003 2.32166 7.40210 0.326
C 6.31886 2.30183 -2.31528 -0.780
O 7.61488 2.82720 -2.10502 -0.333
C 7.86500 3.18140 -0.77867 -0.413
C 9.37323 3.59911 -0.60779 -0.860
N 9.80992 4.68649 -1.51460 -0.412
C 9.17536 5.92350 -1.14579 -0.379
C 9.67727 7.07833 -2.07181 -0.804
O 9.08197 7.04829 -3.33220 -0.273
C 9.84547 7.69350 -4.40058 -0.727
H 6.30722 1.25116 -2.02534 0.290
H 6.11530 2.35498 -3.38478 0.271
H 5.47632 2.73762 -1.77833 0.315
H 7.81014 2.25772 -0.20255 0.439
H 7.22412 3.95536 -0.35633 0.339
H 9.91624 2.69085 -0.86913 0.348
H 9.65853 3.78849 0.42703 0.392
H 9.23342 4.37352 -2.28259 0.311
H 9.52900 6.18781 -0.14921 0.374
H 8.08611 5.92443 -1.18616 0.247
H 10.76443 7.07124 -2.15018 0.360
H 9.59677 8.04984 -1.58419 0.435
H 10.89853 7.48645 -4.21010 0.327
H 9.85663 8.78337 -4.38822 0.301
H 9.50220 7.38180 -5.38704 0.231
C -5.40830 -12.71115 1.82616 -0.654
O -4.44522 -11.87993 1.22416 -0.362
C -4.39711 -10.47103 1.42383 -0.539
C -5.70575 -9.70690 1.16244 -0.472
N -5.51326 -8.25291 1.01170 -0.321
C -6.75578 -7.50596 0.77352 -0.638
C -7.58458 -7.25751 2.07148 -0.346
O -8.85475 -6.69236 1.78960 -0.322
C -9.71042 -6.61015 2.89410 -0.748
H -5.35099 -13.77296 1.58660 0.259
H -6.41596 -12.30349 1.74540 0.270
H -5.20413 -12.68340 2.89651 0.291
H -3.54863 -10.09938 0.84933 0.312
H -4.16494 -10.25171 2.46599 0.316
H -6.42338 -9.97440 1.93803 0.264
H -6.01425 -10.11111 0.19832 0.305
H -4.98172 -8.05521 0.17595 0.277
H -7.33902 -8.00315 -0.00155 0.360
H -6.60850 -6.48498 0.42135 0.331
H -7.02484 -6.50505 2.62700 0.243
H -7.67787 -8.20715 2.59832 0.299
H -9.36053 -6.04175 3.75583 0.290
H -10.06496 -7.59166 3.20883 0.297
H -10.65388 -6.15454 2.59346 0.290
C 4.62299 12.38036 -1.08930 -0.734
O 3.69579 11.70856 -0.28404 -0.343
C 4.28215 10.92923 0.77473 -0.269
C 3.39000 10.69752 2.00767 -0.653
N 3.82384 9.70601 2.95390 -0.278
C 3.62876 8.31913 2.50512 -0.536
C 3.96916 7.18422 3.43864 -0.607
O 3.52765 5.92199 2.79458 -0.267
C 3.93280 4.77954 3.50677 -0.720
H 4.10337 12.85040 -1.92426 0.269
H 5.22614 11.58965 -1.53550 0.303
H 5.27822 13.15523 -0.69137 0.302
H 5.15983 11.43537 1.17673 0.253
H 4.62027 9.96626 0.39204 0.227
H 2.37877 10.65041 1.60360 0.363
H 3.34695 11.64287 2.54854 0.391
H 3.37696 9.82934 3.85122 0.249
H 4.10679 8.13599 1.54281 0.228
H 2.55320 8.16451 2.41927 0.282
H 3.58938 7.25342 4.45800 0.354
H 5.05383 7.22150 3.53960 0.353
H 5.01520 4.67643 3.58332 0.295
H 3.54316 3.93220 2.94259 0.244
H 3.52049 4.73961 4.51499 0.296
C 0.36475 -6.16899 3.62688 -0.690
O 1.02840 -4.96050 4.03661 -0.347
C 2.26597 -5.14697 4.67270 -0.679
C 3.35216 -5.86166 3.74707 -0.338
N 3.83507 -4.94084 2.76771 -0.336
C 4.85069 -5.44602 1.77295 -0.878
C 4.51974 -6.86099 1.18171 -0.530
O 3.29224 -6.85626 0.41266 -0.266
C 3.15199 -8.04161 -0.31995 -0.793
H 0.73102 -6.53154 2.66640 0.224
H -0.66384 -5.85039 3.45782 0.258
H 0.38145 -7.03023 4.29479 0.336
H 2.13684 -5.69302 5.60718 0.397
H 2.60579 -4.14833 4.94719 0.339
H 2.94279 -6.79469 3.35982 0.221
H 4.18814 -6.10323 4.40349 0.311
H 3.00357 -4.59518 2.31028 0.303
H 5.78817 -5.62463 2.29956 0.347
H 5.03207 -4.72047 0.97999 0.394
H 4.42889 -7.59763 1.97998 0.374
H 5.35567 -7.12129 0.53243 0.474
H 3.88452 -8.03644 -1.12709 0.309
H 2.17575 -8.22164 -0.77013 0.258
H 3.20729 -8.90249 0.34633 0.313


Entry 2:
39
Properties=species:S:1:pos:R:3:lowdin_spin:R:1 method="wB97M-V/def2-TZVPD" multiplicity=2 homo_energy_ev="-21.727 / -21.794" e_tot_ev=-93602.2358 total_charge=+3
Mn -0.20993 -0.47533 -0.02586 1.179
C -1.72382 0.29061 -2.64412 -0.008
O -1.73976 -0.12570 -1.27125 -0.069
C -3.05897 -0.13202 -0.67595 -0.009
C -2.97132 -1.00122 0.58573 -0.007
O -1.71435 -0.74472 1.24329 -0.020
C -1.65710 0.10299 2.40579 -0.004
C -1.26905 1.51259 1.94780 -0.006
O -0.29500 1.33661 0.88831 -0.054
C 0.17459 2.57137 0.32998 -0.005
H -2.29989 -0.40865 -3.26488 -0.003
H -2.14747 1.29594 -2.75578 -0.005
H -0.68462 0.28769 -2.97901 0.000
H -3.35726 0.90352 -0.45838 -0.005
H -3.78574 -0.56172 -1.38097 -0.001
H -3.82231 -0.83033 1.25845 -0.001
H -2.95178 -2.06717 0.31403 -0.002
H -2.60714 0.08920 2.95431 -0.001
H -0.87689 -0.33225 3.04510 -0.001
H -2.12282 2.09240 1.56215 -0.003
H -0.81859 2.07957 2.77801 -0.002
H 0.78906 3.10112 1.06919 -0.003
H 0.80742 2.33989 -0.53048 -0.001
H -0.65696 3.22245 0.03899 -0.002
F 2.49960 -0.62054 3.26493 -0.003
C 2.93959 -0.61450 2.03680 -0.007
F 2.30821 0.39680 1.37801 -0.002
F 4.21855 -0.47185 1.94486 -0.004
S 2.28312 -2.09955 1.03236 -0.002
O 0.85305 -1.60982 0.94551 0.011
O 2.44592 -3.37231 1.56784 -0.005
N 2.90130 -1.70542 -0.36345 0.033
S 2.17505 -1.50446 -1.74372 0.003
O 1.72371 -2.61889 -2.46456 -0.010
O 0.97960 -0.60831 -1.36941 0.020
C 3.27811 -0.16861 -2.57623 -0.001
F 3.10581 0.82834 -1.71586 -0.001
F 2.77378 0.15172 -3.73286 0.000
F 4.51428 -0.52944 -2.63868 -0.001


Entry 3:
9
Properties=species:S:1:pos:R:3:mulliken_charge:R:1 method="wB97M-V/def2-TZVPD" relative_energy_kj_mol=131.79 homo_energy_ev=-8.718 e_tot_ev=-27329.4111 total_charge=0
C 0.42347 -1.33761 -0.61107 0.129
C -0.42354 0.87745 0.12638 -0.126
H 0.03884 -1.07868 2.41988 0.179
H 1.19229 -2.06689 -0.27028 0.343
H -0.54224 1.35478 1.07423 0.341
N 0.31664 -0.27161 0.29651 -0.103
O -0.16784 -1.42181 -1.64179 -0.428
S 1.09046 -0.37443 1.83283 -0.125
S -1.18810 1.48866 -1.16139 -0.210


Entry 4:
21
Properties=species:S:1:pos:R:3:lowdin_spin:R:1 method="wB97M-V/def2-TZVPD" multiplicity=3 homo_energy_ev="0.317 / -4.416" e_tot_ev=-23313.0574 total_charge=-1
C -1.44823 1.80655 2.18524 0.145
C -0.14225 1.64293 1.83797 0.218
C -2.46797 1.14573 1.56688 0.084
C 0.23091 0.64731 0.90243 0.054
C -2.11738 0.15833 0.70511 0.247
C -0.77954 -0.06707 0.36978 0.209
C 1.59448 -1.38873 -1.19639 0.294
C 2.41192 -0.26268 -1.86527 0.068
N 2.15336 -2.47354 -1.03099 0.224
O -0.83173 -2.66488 -0.68912 0.108
O -1.13914 -0.74165 -2.33289 0.143
P -0.55128 -1.28566 -1.08090 0.110
H -1.79186 2.66524 2.77217 0.011
H 0.55639 2.45935 2.07607 0.022
H -3.56244 1.44779 1.94498 0.004
H 1.31661 0.49781 0.58210 0.003
H -2.73985 -0.52088 0.17192 0.018
H 2.41174 0.64959 -1.27552 0.000
H 1.95772 0.00105 -2.79362 0.002
H 3.45418 -0.58947 -2.09738 0.009
H 1.48437 -3.12712 -0.75258 0.027


Entry 5:
45
Properties=species:S:1:pos:R:3:mulliken_charge:R:1 method="wB97M-V/def2-TZVPD" homo_energy_ev=-8.824 e_tot_ev=-49574.9661 total_charge=0
N 0.75081 1.62922 1.85987 -0.537
C 0.65919 1.27090 0.77231 -0.087
C 0.39069 0.80585 -0.59342 1.376
C 1.48261 -0.12908 -1.13996 -1.019
S 2.26444 -1.24193 0.02355 1.128
O 2.57555 -2.46025 -0.67696 -0.625
O 3.29527 -0.52220 0.71250 -0.617
C -1.07254 0.25191 -0.65627 0.078
C -1.65489 0.63588 -1.93617 0.039
N -2.10461 0.93151 -2.95031 -0.549
P -1.16205 -1.63351 -0.40696 0.349
N -2.69483 -1.75823 0.31645 -0.704
O -1.60021 -2.16160 -1.88216 -0.614
H 0.41960 1.69459 -1.22847 -0.802
H 2.31205 0.46030 -1.53660 0.636
H 1.09727 -0.74153 -1.95598 0.324
H 1.26065 -1.51670 0.88688 0.078
H -1.67476 0.73581 0.11649 0.557
H -2.94716 -2.74439 0.27332 0.371
H -2.60194 -1.49950 1.29498 0.264
H -0.81949 -2.46081 -2.36693 0.307
C 0.51410 4.07291 -2.20829 0.183
O 1.41233 3.51473 -1.59069 -0.680
N 0.07448 5.30775 -1.93740 0.107
C -1.00025 5.92533 -2.69005 -0.931
C 0.70085 6.04246 -0.84818 -0.934
H -0.01826 3.59055 -3.04437 0.292
H -0.65234 6.84111 -3.17087 0.347
H -1.83527 6.16943 -2.03149 0.350
H -1.35118 5.23799 -3.45672 0.308
H 1.76610 6.16850 -1.03978 0.294
H 0.58985 5.49824 0.08964 0.290
H 0.22915 7.01770 -0.76102 0.390
C -0.00569 -4.35710 1.34077 0.002
O -1.04596 -4.47736 0.71411 -0.657
N 0.11641 -4.54914 2.66371 0.142
C 1.38651 -4.39255 3.34729 -0.959
C -1.06111 -4.93273 3.42516 -0.935
H 0.94099 -4.07658 0.84880 0.440
H 1.68284 -5.32864 3.82345 0.364
H 1.31785 -3.61635 4.11140 0.348
H 2.15500 -4.11012 2.63030 0.327
H -1.46771 -5.87157 3.04948 0.292
H -1.83746 -4.17195 3.33822 0.267
H -0.78688 -5.04885 4.47036 0.400


Entry 6:
57
Properties=species:S:1:pos:R:3:mulliken_charge:R:1 method="wB97M-V/def2-TZVPD" relative_energy_kj_mol=145.23 homo_energy_ev=-13.047 e_tot_ev=-35924.5661 total_charge=+1
C -1.22192 -0.50542 0.21547 -0.051
C -0.68795 -0.45317 -1.22514 0.652
C -1.19302 -1.51867 -2.19984 -1.200
O -1.09105 -0.84158 -3.45588 -0.520
N -1.25182 0.89925 0.74255 0.196
H -0.64300 -1.19163 0.91079 -0.134
H -2.25806 -0.96820 0.32149 0.231
H -1.11050 0.42953 -1.76326 0.099
H 0.43099 -0.31192 -1.23766 0.023
H -0.52983 -2.38458 -2.27042 0.483
H -2.18768 -2.01677 -2.08932 0.413
H -1.24469 -1.38468 -4.25206 0.314
H -2.02829 1.37126 0.15839 0.415
H -0.42282 1.49538 0.66744 0.113
H -1.50418 0.83345 1.76657 0.346
H -4.28628 1.02185 0.48772 0.249
H -4.13855 1.42423 -0.99914 0.387
O -3.62824 1.14908 -0.19453 -0.623
H 0.62555 2.70458 -2.92768 0.428
H 0.51598 3.81886 -1.94212 0.321
O 1.18407 3.29009 -2.40364 -0.724
H 4.00078 0.78917 -1.43758 0.338
H 4.25651 -0.55117 -2.24315 0.302
O 4.28107 -0.13537 -1.40471 -0.671
H 2.51363 1.30177 1.11416 0.380
H 4.07146 0.78126 1.21442 0.250
O 3.14661 0.60539 1.35728 -0.559
H -3.72430 0.36938 -3.77341 0.280
H -3.68021 0.05336 -2.13439 0.295
O -3.82300 0.64700 -2.85688 -0.643
H -2.94577 0.52741 4.22716 0.323
H -3.33600 1.80845 3.29764 0.307
O -2.63373 1.21362 3.61471 -0.650
H 0.52508 -2.69384 2.14421 0.391
H -0.80598 -3.47074 2.74979 0.265
O -0.42131 -2.70795 2.34250 -0.600
H -0.41358 -3.28754 0.08194 0.314
H -0.48086 -4.73083 0.62021 0.300
O -0.83987 -4.13024 -0.04126 -0.604
H -0.67484 1.34024 -3.76520 0.224
H -1.59036 2.20960 -4.57688 0.316
O -0.99228 2.24213 -3.83345 -0.711
H 2.36097 -1.12152 2.98372 0.345
H 2.94125 0.10597 3.49320 0.323
O 2.33087 -0.59161 3.78582 -0.708
H 2.18531 -0.58725 0.43985 0.390
H 2.80052 -1.08595 -0.87881 0.268
O 1.95915 -1.11823 -0.41231 -0.723
H 1.17178 3.11140 0.90332 0.248
H 1.28894 2.78286 -0.69395 0.273
O 1.42255 2.48311 0.20910 -0.671
H 1.84476 2.34357 2.95470 0.268
H 1.22812 1.09688 3.65555 0.408
O 1.02700 1.89959 3.15015 -0.632
H 2.42350 -2.48639 1.08805 0.381
H 3.05378 -2.94447 2.38550 0.318
O 2.19972 -2.92998 1.92928 -0.751